[1]
Below is the molecule C10H14N4O at a distorted geometry, with properties calculated with wB97M-V/def2-TZVPD.

The geometry in XYZ format:
```
29
Properties=species:S:1:pos:R:3:forces:R:3
C 0.177343 2.631565 -0.812624 0.7 3.6 2.3
O -0.086297 1.269234 -1.008266 1.5 -2.4 0.8
C 0.889928 0.340891 -0.361240 0.9 6.1 -4.0
C 2.239786 0.400299 -0.620683 1.7 3.0 -4.3
C 3.231823 -0.389276 -0.068873 1.8 0.6 -1.3
C 2.798427 -1.496680 0.691289 -0.9 -1.0 -0.4
C 1.426222 -1.741756 0.789656 0.9 2.6 0.4
C 0.617457 -0.691389 0.324953 -6.9 -5.8 3.7
N -0.878787 -0.972659 0.465296 4.3 -3.5 -0.8
C -1.359756 -1.986283 -0.488848 -1.5 -3.0 -0.1
C -2.490769 -1.205487 -1.130488 0.4 1.9 0.1
N -3.059886 -0.539057 0.136422 3.4 -2.3 0.6
C -1.820666 -0.159685 0.870064 -1.1 4.5 -0.5
N -1.682831 1.024361 1.422731 -0.3 -1.3 0.2
N -0.423957 1.638707 1.796598 1.6 -3.2 0.0
H 1.030141 3.091314 -1.437233 -0.8 -1.2 1.1
H -0.637303 3.415244 -1.002267 0.1 -2.1 -0.5
H 0.204364 2.833341 0.381508 0.9 -0.5 -3.0
H 2.462562 1.030663 -1.650610 0.0 -1.1 3.1
H 4.340153 -0.081509 -0.451157 -2.7 -1.4 1.4
H 3.348018 -2.342994 1.060058 1.1 0.4 0.2
H 0.940684 -2.448938 1.452924 0.4 -0.3 -0.4
H -0.549166 -2.354544 -1.215102 -1.2 0.8 1.2
H -1.909818 -2.936141 -0.033074 1.7 1.7 -0.2
H -3.396622 -1.585098 -1.650894 1.2 -0.5 0.2
H -1.830581 -0.539307 -1.803926 -1.8 0.0 0.7
H -3.441437 0.285879 -0.139535 -1.7 3.0 -0.6
H 0.508328 1.080254 2.128456 -3.5 1.4 -0.7
H -0.647372 2.429049 2.354869 -0.1 0.1 0.8
```
Positions in Å, forces in eV/Å.

Relative energy (zero: lowest compared OMol25 entry of this formula, charge and spin) in kJ/mol: 507.5
Frontier orbital gap in eV: 8.02
LUMO in eV: 0.70
SMILES string: COc1ccccc1N1CCN/C1=N/N
DFT total energy in eV: -18598.455
Net charge: 0
Molecular weight in g mol⁻¹: 206.249

***

[2]
Below is the molecule CH6Si2 at a distorted geometry, with properties calculated with wB97M-V/def2-TZVPD.

The geometry in XYZ format:
```
9
Properties=species:S:1:pos:R:3:forces:R:3
C 0.846449 0.080146 -0.849509 -4.4 0.5 1.1
Si -0.086373 0.790638 1.029870 1.9 -1.3 0.4
Si -0.834301 -0.839049 -0.359984 1.4 1.2 -0.7
H 1.020633 0.434408 -1.872033 -0.3 0.4 0.6
H 1.632848 -0.431751 -0.470792 2.6 -1.8 0.9
H 0.317924 0.217632 2.473412 0.3 0.5 -1.6
H 0.193856 2.224617 1.148323 -0.8 0.3 -0.1
H -2.028089 -0.186528 -0.762867 -1.0 0.3 -1.1
H -1.062947 -2.290112 -0.336419 0.1 -0.1 0.4
```
Positions in Å, forces in eV/Å.

Relative energy (zero: lowest compared OMol25 entry of this formula, charge and spin) in kJ/mol: 131.3
Frontier orbital gap in eV: 8.34
LUMO in eV: -0.12
SMILES string: C1[SiH2][SiH2]1
DFT total energy in eV: -16885.617
Net charge: 0
Molecular weight in g mol⁻¹: 74.231

***

[3]
Below is a cluster of 2 separate species, C3NO2S in total at a distorted geometry, with properties calculated with wB97M-V/def2-TZVPD.

The geometry in XYZ format:
```
7
Properties=species:S:1:pos:R:3:forces:R:3
C -2.107749 -0.251653 -0.218745 -1.3 1.2 -1.5
C -1.645728 -1.128307 0.717866 1.1 -1.2 1.4
C 2.250714 0.557508 0.033242 -0.1 -0.2 0.0
N -2.749694 0.369451 -0.979000 0.6 -0.1 0.3
O 2.761637 0.504384 1.060895 0.7 0.0 1.3
O 1.849290 0.640670 -1.037542 -0.6 0.2 -1.4
S -0.078664 -1.151329 1.246995 -0.4 0.1 -0.2
```
Positions in Å, forces in eV/Å.

Relative energy (zero: lowest compared OMol25 entry of this formula, charge and spin) in kJ/mol: 83.5
Frontier orbital gap in eV: 5.96
LUMO in eV: 3.33
DFT total energy in eV: -19531.241
Net charge: -1
Molecular weight in g mol⁻¹: 114.105

***

[4]
Below is a cluster of 3 separate species, C2H13N2O2 in total at a distorted geometry, with properties calculated with wB97M-V/def2-TZVPD.

The geometry in XYZ format:
```
19
Properties=species:S:1:pos:R:3:forces:R:3
C 1.615159 0.271161 -1.106793 -0.2 -0.2 1.4
N 2.331608 1.156498 -0.178494 -2.1 -0.4 -1.2
C 0.198710 -0.106525 -0.580726 1.1 1.1 -0.2
N -0.458954 1.135776 -0.012130 -0.1 -0.7 0.7
H 2.163432 -0.668087 -1.019328 -0.1 -0.1 -0.9
H 1.480775 0.569735 -2.151157 0.7 0.3 0.2
H 2.964518 0.623360 0.367493 1.0 0.7 0.3
H 2.409389 2.129335 -0.417392 0.8 -0.2 0.2
H 0.322070 -0.788414 0.244799 -0.5 -0.3 0.0
H -0.334784 -0.484632 -1.447613 -0.6 -0.2 0.6
H -1.313127 0.944396 0.543562 -0.2 -0.3 -1.0
H 0.107054 1.499058 0.762654 0.9 0.1 -0.6
H -0.533751 1.832842 -0.746959 -0.5 0.3 0.2
H -2.250105 -2.419167 -1.341889 0.4 -0.9 0.5
H -1.103352 -3.295222 -0.537768 -1.0 0.3 -0.6
O -1.336436 -2.482972 -1.021950 0.4 0.3 0.1
H -1.990160 1.029546 2.905488 0.3 -0.4 -0.5
H -1.893499 -0.455687 3.037224 0.2 -0.1 -0.5
O -1.672242 0.248525 2.403507 -0.5 0.7 1.0
```
Positions in Å, forces in eV/Å.

Relative energy (zero: lowest compared OMol25 entry of this formula, charge and spin) in kJ/mol: 108.7
Frontier orbital gap in eV: 10.06
LUMO in eV: -3.07
DFT total energy in eV: -9353.508
Net charge: +1
Molecular weight in g mol⁻¹: 97.138

***

[5]
Below is a structure of composition C50H52BiN4O2PS2 at a distorted geometry, with properties calculated with wB97M-V/def2-TZVPD.

The geometry in XYZ format:
```
112
Properties=species:S:1:pos:R:3:forces:R:3
Bi -1.677144 0.157222 0.331358 0.3 0.5 0.1
C 2.991297 -1.836265 4.537258 -1.9 -0.9 -0.3
C 3.301644 -1.253165 3.188666 0.4 -0.1 -0.6
C 4.666822 -1.247352 2.895247 -0.5 0.4 -0.5
C 5.155423 -0.769392 1.694197 0.3 0.6 -0.5
C 4.267330 -0.266267 0.726242 0.5 -0.8 0.8
C 2.910181 -0.277656 0.994114 -0.1 -0.4 -0.1
C 2.407629 -0.767953 2.199502 0.1 0.3 0.8
P 0.588591 -0.566317 2.293166 0.4 0.4 -0.6
C -0.057212 -2.239529 2.741240 1.1 0.0 0.6
C 0.801787 -3.255772 1.924829 -0.4 0.0 -0.3
C 0.591404 -4.649186 2.426352 -0.1 -0.6 -0.4
C 0.170845 -4.982778 3.641760 0.0 1.1 0.0
C -0.150574 -3.903862 4.588686 0.3 -1.1 -0.5
C -0.159051 -2.629050 4.214625 -0.9 0.7 0.5
C -0.503646 -1.578924 5.257392 0.3 0.3 -0.4
C 0.295503 0.836694 3.424448 0.2 -0.2 0.0
C 1.322105 1.547638 4.072926 -0.6 0.1 0.1
C 1.011785 2.746856 4.706526 -0.1 -0.1 0.0
C -0.292142 3.257035 4.666368 0.9 -0.7 0.0
C -1.289913 2.565784 4.027589 0.0 -0.4 -0.7
C -1.025005 1.348320 3.371991 0.2 0.1 0.2
C -2.073920 0.616027 2.634761 0.2 -0.5 0.2
H 3.921827 -2.014839 5.025156 0.7 -0.3 0.5
H 2.408755 -2.841813 4.476223 0.8 1.8 0.1
H 2.453497 -1.109157 5.159904 -0.3 -0.4 -0.1
H 5.356925 -1.591574 3.641352 0.3 -0.2 0.2
H 6.258127 -0.749011 1.583130 -0.8 0.0 -0.3
H 4.596443 0.032717 -0.242938 0.3 0.3 -0.4
H 2.190303 0.008585 0.224488 0.3 0.0 0.2
H 1.850211 -3.079204 2.139562 0.4 0.3 -0.1
H 0.846506 -5.447826 1.742355 0.1 0.0 -0.2
H 0.138644 -6.007890 3.951943 -0.2 -0.4 0.1
H -0.387690 -4.229040 5.588731 0.1 0.3 0.4
H -0.444543 -1.979438 6.275458 -0.4 -0.1 -0.2
H -1.470809 -1.102703 5.034123 0.0 -0.3 0.3
H 0.189481 -0.733432 5.234893 0.1 -0.2 -0.1
H 2.338904 1.158160 4.094633 -0.2 0.1 0.0
H 1.762045 3.273381 5.283760 0.1 0.1 -0.1
H -0.487978 4.176750 5.158956 -0.3 0.7 0.4
H -2.286067 2.976335 3.971052 -0.2 0.0 0.0
H -3.027628 1.096082 2.641414 -0.5 0.7 0.0
H -2.271958 -0.371632 3.052799 0.3 -0.3 -0.1
N -2.337695 -1.849370 0.525262 -0.7 0.3 0.4
C -3.674065 -2.400779 0.382022 0.3 0.2 -1.1
C -3.929482 -3.036332 -1.017967 -0.9 0.1 0.4
C -3.808592 -2.176095 -2.295187 -0.6 0.8 1.2
N -2.501192 -1.998378 -2.874290 1.2 -1.2 0.3
H -1.579378 -2.345027 0.082425 0.0 -0.4 -0.3
H -1.035139 -2.165245 2.290816 -0.8 -0.4 0.0
H -4.416291 -1.634056 0.624259 0.0 0.0 -0.2
H -3.840289 -3.194109 1.103666 0.0 -0.4 0.4
H -4.931718 -3.540850 -1.013290 0.5 0.6 0.1
H -3.248861 -3.862772 -1.127145 0.6 -0.5 0.0
H -4.231852 -1.161238 -2.079509 0.2 -0.7 -0.3
H -4.391043 -2.664195 -3.043981 -0.8 -0.2 -0.6
H -2.052024 -2.938232 -3.005821 -0.5 1.1 0.1
H -1.925965 -1.554205 -2.160347 0.4 0.0 -0.3
C 5.548840 3.708553 -0.514027 -0.7 -1.4 1.1
C 4.410766 2.895328 -1.105545 1.3 0.4 -0.7
C 3.131177 2.997738 -0.643163 -0.7 -0.4 0.3
C 2.145973 2.206442 -1.217749 -1.0 0.3 0.2
C 2.391403 1.349261 -2.268998 0.5 -0.1 -0.1
C 3.705099 1.245988 -2.752864 -1.6 0.9 0.9
C 4.661369 2.057513 -2.201494 0.6 -0.1 0.3
S 1.036677 0.464196 -3.063542 -0.8 1.2 -0.2
O 1.665091 -0.178966 -4.202233 0.1 -0.3 -0.1
O 0.100564 1.545197 -3.450761 1.2 -1.0 0.7
N 0.368566 -0.412294 -1.967177 -0.4 0.3 -0.1
C 0.903420 -1.605940 -1.462382 0.0 0.4 0.5
C 1.931118 -2.287848 -2.101627 0.0 -0.5 0.8
C 2.442278 -3.390470 -1.392904 0.4 -1.2 0.3
C 1.922085 -3.880871 -0.235839 0.5 -0.4 -0.3
C 0.684019 -3.268761 0.323008 -0.3 1.0 0.5
N 0.362918 -1.946992 -0.276164 0.2 -0.4 -0.1
H 5.159919 4.272638 0.334796 0.2 0.3 -0.2
H 6.017808 4.317380 -1.238066 0.4 0.9 -0.8
H 6.324067 3.041710 -0.110872 -0.1 0.0 -0.1
H 2.850049 3.629579 0.195998 0.2 0.0 -0.1
H 1.138191 2.312693 -0.817969 0.0 -0.2 -0.2
H 3.864003 0.610353 -3.569566 0.4 -0.8 -1.0
H 5.653213 2.007964 -2.623531 0.4 0.1 0.1
H 2.406628 -1.937542 -2.975027 0.1 0.3 -0.8
H 3.288402 -3.952291 -1.816463 -0.1 0.4 0.1
H 2.327452 -4.804532 0.219020 -0.2 0.6 -0.2
H -0.186214 -3.923167 0.160044 -0.4 -0.3 -0.1
S -4.282901 1.025739 0.038947 0.0 0.5 -0.1
C -2.915847 2.031520 -7.930153 -0.5 0.2 0.1
C -2.278585 0.863486 -7.561077 -0.1 -0.1 1.2
C -2.116787 0.557323 -6.183477 0.2 -0.2 -0.5
C -2.626316 1.391146 -5.196359 -0.3 0.0 0.4
C -3.275333 2.583988 -5.600709 0.3 -1.4 1.0
C -3.445929 2.861520 -6.913249 0.1 1.4 -1.7
C -2.519226 1.021678 -3.741181 0.2 1.0 -1.0
C -2.853027 1.839714 -2.787574 -0.5 0.1 -0.2
C -3.011028 2.718258 -1.818760 -0.3 -1.0 0.1
C -4.164294 2.695148 -0.827663 -0.7 -0.6 -0.7
C -4.123340 3.809907 0.142146 -1.2 0.8 0.7
C -3.054862 4.571105 0.370287 0.3 -0.7 0.2
C -1.837207 4.242769 -0.364054 1.0 0.9 -0.3
C -1.828633 3.454759 -1.453202 0.5 0.3 0.4
H -3.034660 2.285202 -8.990074 0.0 0.0 0.5
H -1.956783 0.126189 -8.285171 0.2 0.2 -0.1
H -1.557780 -0.341460 -5.889294 -0.4 0.4 -0.1
H -3.667515 3.233591 -4.841310 -0.1 0.3 0.2
H -3.917828 3.841844 -7.157487 0.3 -0.9 -0.1
H -1.951773 0.142917 -3.491616 -0.1 -0.4 0.0
H -5.136052 2.790827 -1.358815 0.6 -0.3 0.1
H -5.085399 4.056395 0.636915 0.7 -0.4 -0.2
H -3.060013 5.329186 1.156692 0.1 -0.1 -0.4
H -0.901064 4.744804 -0.104664 -0.3 -0.1 0.1
H -0.937901 3.253871 -2.061101 -0.2 0.2 0.4
```
Positions in Å, forces in eV/Å.

Relative energy (zero: lowest compared OMol25 entry of this formula, charge and spin) in kJ/mol: 387.6
Frontier orbital gap in eV: 4.68
LUMO in eV: 4.18
DFT total energy in eV: -99544.522
Net charge: -2
Molecular weight in g mol⁻¹: 1045.080

***

[6]
Below is a cluster of 2 separate species, C4H12N4O2 in total at a distorted geometry, with properties calculated with wB97M-V/def2-TZVPD.

The geometry in XYZ format:
```
22
Properties=species:S:1:pos:R:3:forces:R:3
C -1.503189 -1.687002 0.097953 -2.6 1.5 1.2
C -1.205859 -0.683160 -1.026066 0.4 -1.6 0.8
C 0.309538 -0.650914 -1.382621 -0.5 0.0 -0.7
C 0.542059 0.597531 -2.280505 -2.0 -0.4 -2.3
N 0.994352 1.554605 -1.397109 0.9 -0.4 3.6
N 1.482661 0.759034 -0.196893 -2.0 2.0 -4.1
O 2.106424 1.440236 0.554282 1.7 0.4 2.1
N 1.050809 -0.383515 -0.203127 1.1 -1.0 2.0
H -2.571259 -1.639668 0.478678 0.6 0.2 -1.1
H -1.085851 -1.392080 1.031680 1.3 0.0 0.6
H -1.400498 -2.726612 -0.065980 0.8 -1.0 -0.7
H -1.439721 0.336151 -0.741433 -0.2 0.2 0.4
H -1.885434 -0.930222 -1.835512 0.4 0.0 -0.7
H 0.744195 -1.579481 -1.768056 -0.6 0.1 -0.3
H -0.543597 0.836692 -2.440769 1.2 0.1 -1.4
H 1.157857 0.482416 -3.207409 -0.6 -0.2 0.7
H 1.614279 2.342647 -1.454056 0.3 -0.1 -0.8
N -0.108890 0.449158 3.191187 -1.5 -0.6 2.0
O 1.106007 1.130125 2.962859 -0.4 0.4 2.4
H -0.744542 1.002790 3.885847 1.9 -0.7 -1.7
H 0.157857 -0.386791 3.763327 -0.3 0.9 -0.7
H 1.222802 1.128061 2.033722 0.2 0.0 -1.3
```
Positions in Å, forces in eV/Å.

Relative energy (zero: lowest compared OMol25 entry of this formula, charge and spin) in kJ/mol: 644.6
Frontier orbital gap in eV: 10.08
LUMO in eV: 0.88
SMILES string: CC[C@H]1CN[N+]([O-])=N1.NO
DFT total energy in eV: -14392.121
Net charge: 0
Molecular weight in g mol⁻¹: 148.166

***

> Among the records above, which one has the highest net charge?

C2H13N2O2